*1*
The following is a DFT calculation (ωB97M-V with the def2-TZVPD basis set) of an isolated ion of composition C4H10N2OS and charge +1.

Element x y z (Å)
C: 0.82 -1.06 -0.52
N: 1.47 -0.34 0.57
C: 1.03 0.04 1.81
N: -0.10 -0.64 2.27
O: 1.50 0.93 2.47
C: -0.71 -0.95 -0.55
C: -1.16 0.48 -0.63
S: -1.34 0.85 -2.46
H: 1.16 -0.60 -1.46
H: 1.24 -2.06 -0.57
H: 2.36 0.02 0.29
H: -0.42 -0.23 3.12
H: -0.39 -1.59 2.06
H: -0.96 -1.66 -1.37
H: -1.21 -1.55 0.20
H: -2.15 0.67 -0.21
H: -0.38 1.15 -0.28
H: -0.05 0.96 -2.90

Results
* <S²>: 0.754
* highest occupied orbital energy (spin up / spin down): -13.2 / -13.1 eV
* 2S+1: 2
* charge: +1



*2*
The following is a DFT calculation (ωB97M-V with the def2-TZVPD basis set) of an isolated ion of composition C4H10N2OS and charge +1.

Element x y z (Å)
C: 0.01 0.51 0.73
N: -0.45 -0.58 1.60
C: 0.28 -0.88 2.72
O: 1.24 -0.23 3.06
C: -0.39 0.30 -0.72
C: 0.83 0.06 -1.59
S: 1.32 -1.59 -1.96
N: -0.96 1.56 -1.21
H: -0.48 1.41 1.09
H: 1.09 0.60 0.86
H: -0.95 -1.33 1.14
H: -0.11 -1.74 3.27
H: -1.13 -0.51 -0.80
H: 0.69 0.50 -2.60
H: 1.70 0.69 -1.32
H: 0.21 -2.16 -1.44
H: -1.72 1.85 -0.61
H: -1.17 1.53 -2.20

Results
* <S²>: 0.754
* highest occupied orbital energy (spin up / spin down): -13.5 / -13.5 eV
* 2S+1: 2
* charge: +1



Stability, lowest: *2*



*1*
The following is a DFT calculation (ωB97M-V with the def2-TZVPD basis set) of a 2-piece molecular cluster, C4H11PS2 overall.

Element x y z (Å)
C: -1.61 -0.95 1.17
P: -1.55 0.39 -0.10
S: -3.58 0.85 0.08
S: -1.14 -0.86 -1.89
H: -1.48 -0.48 2.22
H: -2.45 -1.55 1.12
H: -0.72 -1.63 0.83
H: -3.40 1.88 -0.75
H: -1.14 0.11 -2.92
C: 1.66 1.16 -1.05
C: 2.13 0.09 -0.42
C: 1.91 -0.24 1.01
H: 1.22 2.01 -0.60
H: 2.00 1.24 -2.14
H: 2.57 -0.82 -0.98
H: 1.71 -1.32 1.16
H: 2.74 -0.03 1.64
H: 1.13 0.14 1.60

Results
* SMILES string: CP(S)S.C=CC
* highest occupied orbital energy: -8.6 eV
* 2S+1: 1
* charge: 0



*2*
The following is a DFT calculation (ωB97M-V with the def2-TZVPD basis set) of one molecule with the formula C4H11PS2.

Element x y z (Å)
C: -1.81 0.91 0.10
C: -0.76 -0.22 0.38
C: -0.69 -0.61 1.91
P: 0.97 0.35 -0.13
C: 1.23 0.14 -1.93
S: 1.81 1.92 0.67
S: 2.09 -1.45 0.45
H: -1.76 1.71 0.78
H: -1.66 1.36 -0.90
H: -2.74 0.42 0.00
H: -1.08 -1.09 -0.12
H: -0.04 0.18 2.37
H: -0.32 -1.64 1.76
H: -1.78 -0.60 2.18
H: 2.11 0.54 -2.34
H: 1.26 -0.94 -2.09
H: 0.35 0.53 -2.49
H: 2.82 -1.51 -0.62

Results
* SMILES string: CC(C)[P@@](C)(=S)S
* highest occupied orbital energy: -8.6 eV
* 2S+1: 1
* charge: 0



Stability, lowest: *1*



*1*
The following is a DFT calculation (ωB97M-V with the def2-TZVPD basis set) of C5H8O as an isolated structure.

Element x y z (Å)
C: 1.83 0.33 0.49
C: 0.95 1.17 -0.01
C: -1.26 0.58 -1.23
C: -1.55 -0.56 -0.61
O: -0.93 -0.31 0.60
C: -0.53 0.98 0.04
H: 1.52 -0.59 0.99
H: 2.90 0.52 0.42
H: 0.05 -2.42 1.04
H: 1.27 2.09 -0.50
H: -1.44 1.04 -2.19
H: 0.29 -3.12 1.12
H: -2.07 -1.49 -0.78
H: -1.03 1.77 0.61

Results
* highest occupied orbital energy: -9.0 eV
* 2S+1: 1
* charge: 0



*2*
The following is a DFT calculation (ωB97M-V with the def2-TZVPD basis set) of one molecule with the formula C5H8O.

Element x y z (Å)
C: 1.98 1.15 0.38
C: 0.64 0.94 1.01
C: -0.46 0.40 0.44
C: -0.62 0.10 -0.96
C: -1.52 -1.05 -1.19
O: -1.74 -1.99 -0.15
H: 2.33 2.19 0.51
H: 2.72 0.52 0.89
H: 1.98 0.89 -0.68
H: -1.28 0.16 1.12
H: 0.59 1.18 2.07
H: -1.27 -1.57 -2.14
H: -2.49 -0.57 -1.38
H: -0.87 -2.35 0.09

Results
* highest occupied orbital energy (spin up / spin down): -8.2 / -8.2 eV
* 2S+1: 1
* charge: 0



Stability, lowest: *2*



*1*
The following is a DFT calculation (ωB97M-V with the def2-TZVPD basis set) of a 12-piece molecular cluster, H24O12 overall.

Element x y z (Å)
O: -2.15 -1.92 2.03
H: -3.06 -2.23 1.87
H: -1.87 -1.79 1.12
O: -3.49 -2.74 -0.46
H: -2.99 -1.91 -0.43
H: -2.87 -3.47 -0.44
O: 3.49 0.25 -1.94
H: 2.63 0.66 -1.80
H: 3.23 -0.30 -2.68
O: 1.17 1.79 0.73
H: 0.59 1.39 0.06
H: 1.85 1.09 0.73
O: 1.41 3.51 -1.22
H: 1.29 2.75 -0.64
H: 1.46 4.20 -0.55
O: -1.83 0.31 1.22
H: -1.96 0.54 2.16
H: -1.25 1.10 1.21
O: 2.63 -4.18 -0.02
H: 2.55 -4.59 -0.89
H: 2.43 -3.26 -0.23
O: -0.11 -2.68 3.83
H: 0.00 -3.63 3.77
H: -1.04 -2.45 3.75
O: -1.17 -0.56 -1.62
H: -0.60 0.15 -1.42
H: -0.67 -1.35 -1.83
O: -1.20 2.04 -2.76
H: -0.35 2.32 -2.42
H: -1.70 2.72 -3.21
O: 3.37 0.36 1.89
H: 3.91 0.17 1.11
H: 3.90 0.87 2.50
O: -2.56 3.87 -1.36
H: -3.15 3.11 -1.39
H: -1.89 3.82 -0.68

Results
* SMILES string: O.O.O.O.O.O.O.O.O.O.O.O
* highest occupied orbital energy: -10.6 eV
* 2S+1: 1
* charge: 0



*2*
The following is a DFT calculation (ωB97M-V with the def2-TZVPD basis set) of a 12-piece molecular cluster, H24O12 overall.

Element x y z (Å)
O: -1.57 3.94 -1.19
H: -1.78 2.98 -1.16
H: -1.49 4.21 -0.27
O: 0.08 -1.57 3.27
H: -0.10 -0.78 2.71
H: -0.22 -1.33 4.15
O: 3.28 1.03 -0.33
H: 2.97 0.89 -1.24
H: 2.47 0.96 0.19
O: -2.09 1.16 -1.24
H: -2.64 1.18 -0.43
H: -2.58 0.59 -1.85
O: -0.57 0.95 2.36
H: 0.07 1.48 1.86
H: -0.68 1.41 3.21
O: 1.42 -1.50 -2.62
H: 1.72 -0.58 -2.62
H: 1.96 -1.93 -1.93
O: 1.67 1.17 -2.70
H: 1.52 1.89 -3.31
H: 0.79 0.92 -2.39
O: -1.10 -1.62 -1.39
H: -0.19 -1.68 -1.75
H: -1.10 -2.14 -0.57
O: -0.37 -2.93 1.05
H: -0.97 -3.67 1.10
H: -0.34 -2.55 1.97
O: 2.78 -2.12 -0.24
H: 2.90 -3.04 0.00
H: 2.86 -1.63 0.58
O: 0.46 0.21 -0.04
H: -0.40 0.56 -0.29
H: 0.31 -0.74 0.07
O: -3.25 1.25 1.41
H: -3.50 1.95 2.02
H: -2.30 1.08 1.60

Results
* SMILES string: O.O.O.O.O.O.O.O.O.O.O.O
* highest occupied orbital energy: -10.3 eV
* 2S+1: 1
* charge: 0



*3*
The following is a DFT calculation (ωB97M-V with the def2-TZVPD basis set) of a 12-piece molecular cluster, H24O12 overall.

Element x y z (Å)
O: 29.82 -24.47 -10.81
H: 29.62 -25.40 -10.71
H: 28.98 -24.02 -10.71
O: 26.88 -24.38 -12.28
H: 27.52 -24.82 -12.84
H: 27.01 -23.45 -12.44
O: 29.29 -23.11 -8.23
H: 29.94 -23.20 -7.54
H: 28.73 -22.38 -7.94
O: 29.78 -22.94 -13.36
H: 29.70 -23.86 -13.63
H: 30.18 -22.99 -12.49
O: 31.21 -27.42 -12.19
H: 31.53 -28.10 -12.79
H: 30.26 -27.45 -12.27
O: 31.13 -27.26 -9.50
H: 31.06 -27.09 -10.43
H: 31.17 -28.22 -9.43
O: 29.52 -26.24 -7.69
H: 29.90 -25.36 -7.64
H: 29.99 -26.65 -8.42
O: 26.43 -22.08 -9.42
H: 26.04 -21.22 -9.57
H: 27.34 -21.98 -9.71
O: 26.60 -24.81 -9.24
H: 26.62 -23.86 -9.35
H: 27.46 -25.02 -8.85
O: 28.67 -28.03 -11.78
H: 27.92 -27.94 -12.37
H: 28.31 -28.42 -10.99
O: 28.48 -21.44 -11.24
H: 28.94 -21.53 -12.07
H: 27.85 -20.73 -11.37
O: 32.32 -23.25 -11.24
H: 31.46 -23.52 -10.93
H: 32.89 -23.99 -11.05

Results
* SMILES string: O.O.O.O.O.O.O.O.O.O.O.O
* highest occupied orbital energy: -10.1 eV
* 2S+1: 1
* charge: 0



Stability, lowest: *1*



*1*
The following is a DFT calculation (ωB97M-V with the def2-TZVPD basis set) of a 12-piece molecular cluster, H24O12 overall.

Element x y z (Å)
O: -0.22 -3.93 0.74
H: -0.70 -4.07 1.56
H: 0.70 -4.17 0.93
O: 0.61 2.39 2.79
H: 0.13 2.52 1.98
H: 1.55 2.29 2.62
O: -2.44 1.46 3.92
H: -2.02 0.61 4.10
H: -2.08 1.49 3.02
O: -1.78 4.74 -1.25
H: -1.66 4.52 -0.31
H: -1.43 3.92 -1.61
O: 3.84 -1.65 1.67
H: 4.15 -2.53 1.45
H: 3.87 -1.01 0.95
O: 0.28 -1.40 -1.42
H: 1.09 -1.16 -0.94
H: -0.30 -1.87 -0.80
O: 2.19 2.49 0.08
H: 3.02 2.60 0.57
H: 1.60 2.07 0.73
O: -2.83 -3.36 0.44
H: -3.48 -3.15 -0.23
H: -3.39 -3.61 1.18
O: 0.16 1.31 -1.28
H: 0.17 0.34 -1.24
H: 0.33 1.64 -2.15
O: 2.92 -0.13 -0.64
H: 2.88 0.04 -1.57
H: 2.51 0.69 -0.32
O: -1.66 -3.14 -2.29
H: -0.86 -2.68 -2.52
H: -1.75 -3.47 -1.40
O: -1.46 2.12 -2.98
H: -1.89 1.27 -3.07
H: -2.05 2.82 -2.72

Results
* SMILES string: O.O.O.O.O.O.O.O.O.O.O.O
* highest occupied orbital energy: -10.5 eV
* 2S+1: 1
* charge: 0



*2*
The following is a DFT calculation (ωB97M-V with the def2-TZVPD basis set) of a 12-piece molecular cluster, H24O12 overall.

Element x y z (Å)
O: -16.94 30.07 7.29
H: -16.32 30.65 6.89
H: -17.28 29.46 6.74
O: -18.38 28.96 3.47
H: -17.43 28.79 3.77
H: -18.67 29.53 4.27
O: -19.52 26.89 3.47
H: -18.96 27.50 3.74
H: -19.11 26.25 2.91
O: -21.61 28.55 3.09
H: -20.72 28.36 3.11
H: -22.32 28.27 3.79
O: -16.75 25.76 2.20
H: -17.01 26.10 3.06
H: -15.87 26.10 1.86
O: -15.51 28.79 2.02
H: -15.13 29.50 2.57
H: -14.87 28.65 1.40
O: -18.02 27.70 0.56
H: -17.41 27.13 1.03
H: -17.72 28.56 0.77
O: -16.52 26.23 4.63
H: -15.48 26.13 4.52
H: -16.92 25.27 4.58
O: -21.62 30.95 4.18
H: -21.67 30.13 3.72
H: -20.58 30.69 4.29
O: -18.88 31.26 5.37
H: -19.29 32.13 5.63
H: -18.47 30.76 6.13
O: -18.59 30.45 1.43
H: -19.45 30.74 1.72
H: -18.39 29.79 2.10
O: -17.19 31.89 3.44
H: -17.65 31.58 2.62
H: -17.90 31.63 4.10

Results
* SMILES string: O.O.O.O.O.O.O.O.O.O.O.O
* highest occupied orbital energy: -10.5 eV
* 2S+1: 1
* charge: 0



*3*
The following is a DFT calculation (ωB97M-V with the def2-TZVPD basis set) of a 12-piece molecular cluster, H24O12 overall.

Element x y z (Å)
O: 2.29 1.18 -3.20
H: 2.23 1.07 -4.14
H: 1.51 0.75 -2.85
O: -0.91 -2.10 1.25
H: -1.42 -2.17 2.06
H: -1.56 -2.08 0.55
O: 3.25 -1.25 0.19
H: 2.72 -1.94 -0.20
H: 4.14 -1.43 -0.13
O: -1.31 3.31 0.19
H: -1.84 2.59 -0.16
H: -1.42 3.24 1.14
O: 1.41 -0.18 2.23
H: 2.09 -0.43 1.60
H: 1.84 0.43 2.82
O: 0.12 0.17 -0.52
H: 0.62 -0.40 0.07
H: 0.59 1.00 -0.49
O: -1.48 0.44 2.84
H: -1.47 0.02 3.70
H: -0.68 0.13 2.42
O: -2.88 -0.43 -1.98
H: -2.64 0.16 -1.27
H: -3.43 -1.09 -1.58
O: -2.96 1.04 0.47
H: -3.72 1.09 1.04
H: -2.23 0.86 1.06
O: 1.77 2.29 0.22
H: 1.50 3.20 0.09
H: 2.67 2.27 -0.08
O: -0.46 -0.66 -2.97
H: -0.06 -0.65 -2.11
H: -1.40 -0.72 -2.80
O: 1.32 -3.31 0.44
H: 0.51 -2.82 0.60
H: 1.28 -3.55 -0.49

Results
* SMILES string: O.O.O.O.O.O.O.O.O.O.O.O
* highest occupied orbital energy: -10.0 eV
* 2S+1: 1
* charge: 0



*4*
The following is a DFT calculation (ωB97M-V with the def2-TZVPD basis set) of H24O12 as an isolated structure.

Element x y z (Å)
O: 28.62 5.00 -0.05
H: 27.94 4.73 -0.70
H: 29.03 4.17 0.15
O: 25.45 2.48 -3.20
H: 25.90 3.24 -2.76
H: 26.03 2.22 -3.94
O: 24.27 2.19 -0.28
H: 23.64 1.46 -0.46
H: 23.66 2.81 0.06
O: 29.17 2.13 -1.12
H: 29.28 1.95 -2.12
H: 28.31 2.46 -1.40
O: 25.53 -0.27 -2.23
H: 25.85 0.70 -2.42
H: 25.33 -0.15 -1.41
O: 25.05 -0.63 -0.10
H: 25.05 -1.52 0.15
H: 24.70 -0.04 0.66
O: 27.75 0.05 0.64
H: 28.38 -0.50 0.23
H: 26.93 -0.42 0.50
O: 26.29 -1.76 2.64
H: 26.50 -1.66 3.65
H: 26.46 -0.85 2.40
O: 26.52 5.03 1.72
H: 27.04 4.73 2.45
H: 27.29 5.07 1.01
O: 24.90 2.89 2.98
H: 24.23 3.21 3.55
H: 25.47 3.57 2.60
O: 26.74 0.84 3.44
H: 26.08 1.47 3.36
H: 27.58 1.16 3.13
O: 26.97 1.94 0.68
H: 27.50 1.00 0.48
H: 26.38 2.44 -0.03

Results
* highest occupied orbital energy: -9.1 eV
* 2S+1: 1
* charge: 0



Stability, lowest: *4*



*1*
The following is a DFT calculation (ωB97M-V with the def2-TZVPD basis set) of a 4-piece molecular cluster, C5H13N overall.

Element x y z (Å)
C: -0.24 -0.87 1.84
C: 0.58 -2.36 0.09
N: 0.27 -0.99 0.48
H: 1.52 0.98 -0.48
H: -0.46 0.18 2.03
H: 1.37 -2.75 0.74
H: -0.29 -3.02 0.15
H: 0.52 -1.21 2.55
H: -1.17 -1.44 1.99
H: 0.93 -2.36 -0.94
C: -1.03 1.00 -1.74
C: -0.22 1.85 -1.14
C: 0.00 3.04 -0.63
H: 1.31 0.25 -0.05
H: -0.40 -0.59 -0.17
H: -2.07 0.89 -1.44
H: -0.70 0.34 -2.53
H: 0.49 3.15 0.33
H: -0.41 3.93 -1.08

Results
* highest occupied orbital energy: -8.2 eV
* 2S+1: 1
* charge: 0



*2*
The following is a DFT calculation (ωB97M-V with the def2-TZVPD basis set) of a 2-piece molecular cluster, C5H13N overall.

Element x y z (Å)
C: -1.38 2.05 0.62
C: -0.89 -1.08 0.08
C: -0.04 -0.14 0.86
C: 1.32 0.02 0.25
C: 1.44 0.65 -1.14
N: -0.22 -2.18 -0.50
H: -1.68 2.01 1.66
H: -2.20 2.28 -0.06
H: -0.67 2.87 0.49
H: -1.86 -1.31 0.55
H: -0.04 -0.06 1.94
H: -0.90 1.07 0.27
H: 1.55 -1.05 0.11
H: 1.97 0.42 1.02
H: 1.72 1.70 -1.03
H: 0.46 0.63 -1.61
H: 2.17 0.14 -1.76
H: -0.81 -2.48 -1.27
H: -1.16 -0.45 -0.79

Results
* highest occupied orbital energy: -6.6 eV
* 2S+1: 1
* charge: 0



Stability, lowest: *2*



*1*
The following is a DFT calculation (ωB97M-V with the def2-TZVPD basis set) of one molecule with the formula C5H13N.

Element x y z (Å)
C: 1.51 -0.15 1.54
C: 0.00 -0.28 1.27
N: -0.39 0.44 0.06
C: -1.69 1.10 0.24
C: -0.53 -0.44 -1.12
C: 0.79 -0.48 -1.92
H: 1.76 -0.06 2.59
H: 2.19 -0.84 1.04
H: 1.78 0.79 1.10
H: -0.47 0.23 2.11
H: -0.33 -1.32 1.37
H: -1.64 1.61 1.21
H: -2.57 0.47 0.15
H: -1.78 1.84 -0.56
H: -1.34 -0.09 -1.74
H: -0.63 -1.50 -0.87
H: 0.59 -0.60 -2.99
H: 1.48 -1.21 -1.53
H: 1.27 0.50 -1.96

Results
* SMILES string: CCN(C)CC
* highest occupied orbital energy: -8.6 eV
* 2S+1: 1
* charge: 0



*2*
The following is a DFT calculation (ωB97M-V with the def2-TZVPD basis set) of C5H13N as an isolated structure.

Element x y z (Å)
C: -2.28 -0.97 -0.17
C: -1.85 0.47 0.17
C: -0.49 0.66 0.75
C: 0.63 1.12 -0.12
N: 1.04 0.03 -1.03
C: 1.35 -0.99 -0.16
H: -3.31 -1.05 -0.42
H: -1.69 -1.38 -1.00
H: -2.09 -1.56 0.72
H: -2.60 0.83 0.89
H: -1.97 1.13 -0.69
H: 1.52 1.36 0.47
H: -0.29 0.68 1.81
H: 3.96 0.30 -0.28
H: 0.42 1.99 -0.76
H: 4.22 0.83 0.18
H: 0.13 -0.68 -0.50
H: 1.77 -0.84 0.83
H: 1.53 -1.93 -0.68

Results
* highest occupied orbital energy: -6.4 eV
* 2S+1: 1
* charge: 0



*3*
The following is a DFT calculation (ωB97M-V with the def2-TZVPD basis set) of one molecule with the formula C5H13N.

Element x y z (Å)
C: 0.21 1.10 2.03
C: 0.02 -0.16 1.20
C: -0.50 0.18 -0.25
C: 0.30 1.29 -0.94
C: -0.58 -1.07 -1.16
N: 0.22 -2.24 -0.75
H: 0.24 0.85 3.09
H: 1.15 1.60 1.79
H: -0.57 1.83 1.79
H: 1.00 -0.61 1.02
H: -0.61 -0.97 1.56
H: -1.53 0.51 -0.11
H: 0.37 2.19 -0.34
H: 1.23 0.92 -1.37
H: -0.32 1.68 -1.75
H: -1.61 -1.44 -1.27
H: -0.27 -0.69 -2.14
H: 1.20 -2.04 -0.93
H: 0.07 -2.93 -1.48

Results
* SMILES string: CC[C@@H](C)CN
* highest occupied orbital energy: -9.4 eV
* 2S+1: 1
* charge: 0



Stability, lowest: *2*